ORCA calculation (wB97M-V/def2-TZVPD) on a molecular structure, C36H23AsAuClN3O4.

```
69
Properties=species:S:1:pos:R:3:mulliken_charge:R:1
Au -0.36 -1.42 0.13 0.65
O 4.59 -1.06 3.53 -0.56
C 4.89 -1.19 2.25 0.27
O 6.00 -1.04 1.83 -0.59
C 3.76 -1.49 1.31 0.26
C 3.92 -1.80 -0.03 0.47
Cl 5.35 -1.94 -0.93 -0.12
N 2.71 -1.91 -0.61 0.41
N 1.75 -1.66 0.31 -0.66
C 2.37 -1.43 1.47 -0.06
C 1.52 -1.07 2.70 0.54
O 2.08 -1.10 3.81 -0.78
O 0.31 -0.76 2.45 -0.36
C 2.36 -2.21 -1.97 1.20
C 3.21 -2.97 -2.76 -0.95
C 2.85 -3.26 -4.07 -0.81
C 1.65 -2.80 -4.59 -0.59
C 0.79 -2.06 -3.79 -1.11
C 1.15 -1.76 -2.48 0.70
H 3.61 -1.14 3.68 0.45
H 4.13 -3.37 -2.37 0.49
H 3.52 -3.85 -4.67 0.40
H 1.37 -3.03 -5.61 0.44
H -0.15 -1.70 -4.17 0.45
H 0.48 -1.15 -1.88 -0.21
C 4.15 1.92 0.97 -0.66
C 3.31 1.97 2.07 -0.81
C 1.96 1.67 1.93 -0.43
C 1.48 1.35 0.67 1.01
C 2.31 1.32 -0.45 -0.03
C 3.66 1.61 -0.29 -0.73
As -0.34 0.88 0.48 1.84
C -1.55 1.56 1.76 0.44
C -1.66 1.25 3.11 -0.77
C -2.63 1.94 3.84 -0.90
C -3.44 2.88 3.23 -0.81
C -3.32 3.16 1.87 -0.85
C -2.37 2.50 1.12 0.28
C -2.14 2.69 -0.34 0.89
C -2.85 3.55 -1.17 -0.81
C -2.56 3.60 -2.52 -0.77
C -1.58 2.79 -3.08 -0.96
C -0.86 1.92 -2.27 -0.42
C -1.15 1.89 -0.91 -0.10
H 5.21 2.13 1.10 0.42
H 3.71 2.21 3.05 0.45
H 1.31 1.67 2.80 0.38
H 1.93 1.06 -1.43 0.20
H 4.32 1.58 -1.14 0.51
H -1.03 0.50 3.56 0.55
H -2.75 1.72 4.90 0.46
H -4.19 3.40 3.81 0.41
H -3.97 3.90 1.42 0.42
H -3.62 4.19 -0.76 0.44
H -3.12 4.27 -3.16 0.42
H -1.37 2.83 -4.14 0.46
H -0.10 1.28 -2.70 0.27
N -7.50 -2.89 -0.18 -0.44
C -6.39 -2.59 -0.14 -0.16
C -5.00 -2.22 -0.10 0.41
C -4.59 -1.01 -0.64 -0.90
C -3.26 -0.63 -0.60 0.04
C -2.34 -1.49 -0.02 1.15
C -2.74 -2.70 0.55 -0.74
C -4.07 -3.07 0.49 -0.96
H -5.32 -0.36 -1.10 0.50
H -2.96 0.31 -1.06 0.42
H -2.03 -3.36 1.05 0.48
H -4.40 -4.01 0.92 0.47
```

Properties
* spin multiplicity: 1
* charge: +1
* HOMO-LUMO gap: 6.4320 eV